[1]
27
Properties=species:S:1:pos:R:3:forces:R:3 method="wB97M-V/def2-TZVPD" de_lowest_kcal_mol=58.07 e_homo_ev=-9.2207 lumo_energy_ev=0.795 energy_ha=-549.354842 homo_lumo_gap_ev=10.0
N -3.4076 0.3001 -0.5513 0.760 -0.091 -0.796
N 0.0692 0.0157 -0.3138 2.371 -0.584 -0.179
N -3.1616 0.1713 0.7773 -0.749 0.326 0.070
N -1.2721 0.0317 -0.1876 -2.010 0.227 1.123
N -1.9376 0.0455 1.0403 0.846 -0.007 -1.109
C -0.1441 2.4924 -0.0649 -0.926 0.053 1.284
C 0.2048 -2.3896 -0.7469 2.294 -4.756 -0.671
C 0.3072 -1.5904 1.6660 -0.370 -2.195 1.829
C -2.2254 0.2301 -1.1360 0.689 -0.857 0.518
C 0.6992 -1.3973 0.1945 -0.618 4.138 -0.391
C 2.1033 1.4857 -0.5787 -0.597 0.346 -1.530
C 0.7546 1.3099 0.1942 0.276 -3.596 -1.040
H 1.0276 1.0100 1.2425 -0.598 1.226 -0.469
H -1.9156 0.1535 -2.1836 -0.608 0.391 0.472
H -0.8083 -2.5863 -0.6585 -2.127 -0.546 0.717
H 0.4627 3.3389 0.3161 -1.048 -0.001 -0.139
H 2.8020 1.7053 0.1974 0.856 0.883 0.169
H -1.1844 2.3525 0.3852 1.653 0.673 0.091
H -0.2764 -0.7490 2.1583 0.887 -1.197 -0.969
H -0.3334 -2.5714 1.7453 0.823 1.953 -0.117
H 1.1692 -1.8421 2.3650 -0.687 0.481 -1.112
H -0.3866 2.6435 -1.1181 0.621 -0.158 -0.166
H 1.7744 -1.3401 0.0165 -0.054 0.654 0.370
H 0.8184 -3.4035 -0.4137 -1.817 2.089 -0.799
H 0.3246 -2.4066 -1.8539 0.735 1.098 0.802
H 1.9223 2.3414 -1.3286 0.805 -1.174 1.205
H 2.6136 0.6488 -1.1633 -1.407 0.623 0.837



[2]
78
Properties=species:S:1:pos:R:3:forces:R:3 method="wB97M-V/def2-TZVPD" s_squared=8.81 e_homo_ev="-11.7748 / -13.7413" lumo_energy_ev="-5.988 / -9.085" energy_ha=-4203.028702 homo_lumo_gap_ev="5.8 / 4.7" spin_multiplicity=6 total_charge=+2
Ir 0.5748 0.5624 0.0005 0.559 -0.207 1.050
Ge 0.2747 -1.9003 -0.0885 -1.099 -0.795 -0.290
F -0.9422 1.5358 7.0133 0.078 -0.044 -0.011
F 1.2182 1.4470 7.2002 -0.105 -0.050 -0.011
F 0.0609 -0.3854 7.0603 0.014 0.140 0.007
O -1.4358 0.9113 -0.0280 -0.144 0.370 0.012
N -0.7688 3.1041 -0.1200 0.133 0.793 0.054
N 0.4051 2.5551 -0.1591 -0.628 -0.855 -0.398
N 2.5241 1.0125 -0.1075 0.303 0.478 -0.001
N 0.4720 0.7937 2.3719 -0.012 -0.096 -0.538
C 3.0719 -3.5429 -3.6558 -0.069 0.091 -0.402
C 0.1561 0.8795 6.6229 0.004 -0.031 0.053
C 0.9124 -2.8251 1.5447 0.235 0.350 -0.136
C -5.7908 3.3587 0.0943 0.066 -0.056 0.008
C -0.1049 -0.9685 -4.6524 0.117 -0.048 -0.471
C -1.6775 -4.0549 -0.2960 -0.275 -0.011 -0.055
C 4.0729 2.8928 -0.1418 -0.010 0.049 -0.018
C -2.9246 -4.6343 -0.4957 0.153 -0.110 0.022
C 2.7399 2.4024 -0.1443 -0.135 -0.020 -0.044
C -2.5913 -1.9053 -0.8927 -0.270 -0.090 -0.096
C 1.6610 4.7255 -0.2405 0.002 -0.053 -0.012
C -0.6229 0.3354 2.9825 -0.143 -0.046 0.141
C 0.2730 0.8872 5.1143 0.053 0.004 -0.078
C -4.8013 4.3163 -0.0925 -0.094 0.056 0.004
C 1.4020 1.3810 4.4820 -0.087 -0.022 0.018
C 1.4582 1.3131 3.1004 0.086 0.028 0.082
C 2.4645 -3.4326 -1.3284 0.383 -0.209 -0.349
C 0.1331 -1.3027 -3.3247 0.098 -0.127 0.485
C 1.1851 -2.1599 -2.9604 0.104 -0.088 -0.130
C 3.2899 -3.9180 -2.3332 -0.086 -0.024 0.508
C 5.1294 2.0283 -0.1101 -0.040 -0.116 0.009
C -4.0005 -3.8534 -0.8900 -0.099 -0.022 -0.029
C 1.6228 3.2402 -0.1821 0.473 0.356 0.073
C -1.7418 2.1758 -0.0669 0.094 -0.590 0.022
C -3.8369 -2.4916 -1.0929 0.095 0.063 -0.030
C -3.1281 2.5888 -0.0212 -0.230 0.038 -0.004
C 2.0179 -2.6765 -3.9929 -0.045 0.061 0.055
C -4.1305 1.6256 0.1547 0.101 -0.014 -0.007
C 1.7664 -2.3149 -5.3317 0.308 -0.244 0.110
C 0.7107 -1.4761 -5.6562 -0.380 0.273 0.076
C 3.5818 0.1933 -0.1022 -0.034 -0.113 0.036
C -5.4529 2.0131 0.2141 -0.105 0.063 0.006
C 1.4196 -2.5444 -1.6126 -0.344 0.273 0.274
C -1.5173 -2.6859 -0.4859 0.986 0.484 0.236
C -0.7646 0.3632 4.3566 0.047 0.041 -0.021
C 4.8823 0.6426 -0.0956 0.052 0.122 -0.020
C -3.4736 3.9408 -0.1455 0.114 -0.080 -0.007
H -1.6634 -0.0136 4.8253 0.003 -0.022 -0.016
H -5.0739 5.3580 -0.1934 0.025 0.000 0.013
H -0.5115 -0.9126 -2.5445 -0.038 0.016 -0.089
H 1.9064 -2.4930 1.8489 -0.017 -0.030 0.019
H 5.6930 -0.0705 -0.0770 -0.013 -0.010 -0.008
H 2.3250 1.6836 2.5661 -0.019 -0.028 -0.027
H -3.0492 -5.6982 -0.3402 -0.036 0.013 -0.026
H -0.9307 -0.3193 -4.9108 -0.001 0.004 0.042
H -0.8452 -4.6816 0.0026 -0.010 0.006 0.046
H -6.2300 1.2744 0.3569 0.017 -0.008 0.007
H -6.8281 3.6597 0.1528 -0.001 0.002 -0.026
H 3.3619 -0.8668 -0.0971 -0.033 -0.002 0.028
H 2.2179 1.8076 5.0471 0.008 -0.017 -0.011
H -4.9691 -4.3097 -1.0472 0.007 -0.001 0.021
H 0.6498 5.1212 -0.2551 0.006 0.025 0.020
H 6.1452 2.3977 -0.0995 -0.009 0.028 -0.002
H -1.4051 -0.0623 2.3466 0.026 0.010 -0.017
H 0.2218 -2.6260 2.3628 -0.051 0.056 -0.053
H 4.2295 3.9623 -0.1606 0.011 -0.016 -0.014
H 4.0961 -4.5952 -2.0826 0.008 -0.002 -0.072
H -3.8610 0.5821 0.2524 0.003 0.010 0.005
H 2.1850 5.0728 -1.1335 -0.010 -0.029 -0.017
H 0.5153 -1.2180 -6.6882 0.045 -0.017 -0.003
H 2.6437 -3.7557 -0.3102 -0.028 0.029 0.007
H 2.4107 -2.7058 -6.1105 -0.026 0.003 -0.005
H 3.7111 -3.9271 -4.4422 -0.007 -0.011 0.019
H -2.6943 4.6768 -0.2839 -0.032 0.022 0.011
H 0.9356 -3.9031 1.3810 -0.027 0.013 -0.079
H 2.1885 5.1339 0.6243 -0.029 0.002 0.015
H -4.6764 -1.8835 -1.4062 -0.001 -0.015 -0.006
H -2.4732 -0.8413 -1.0501 0.006 -0.004 0.037



[3]
84
Properties=species:S:1:pos:R:3:forces:R:3 method="wB97M-V/def2-TZVPD" e_homo_ev=-4.6348 lumo_energy_ev=1.458 energy_ha=-2316.711216 homo_lumo_gap_ev=6.1 total_charge=-1
P -2.9340 -0.1241 -2.9505 -0.920 2.071 -3.588
O -4.0296 -1.4338 -3.0397 2.209 2.544 1.148
O -7.2137 0.9699 -2.4141 -0.400 0.224 0.334
O 2.7795 -3.0450 -0.3183 0.038 0.445 -0.345
O 7.2844 -2.3897 1.7716 -2.261 2.842 5.471
O -3.1802 0.9213 -1.6152 0.027 -1.532 -2.032
O -3.0317 0.7651 -4.2332 0.479 -2.578 3.393
O 7.5319 -1.6283 4.0378 -1.618 -1.382 -1.725
O -8.5142 -0.6406 -1.4609 0.535 0.429 -0.173
O -0.4685 -3.3666 1.6602 5.744 2.183 -1.217
N 1.9475 -2.8702 2.0969 -1.930 0.675 -1.564
C 3.1377 -0.7981 -1.0298 0.190 1.851 -0.548
C 0.7492 -1.8483 0.0048 -0.928 0.451 2.488
C 2.1653 -1.0716 4.2070 -0.828 4.035 0.041
C -1.0000 0.3682 0.7459 4.321 -4.737 -2.474
C -1.2849 -2.1983 -1.7777 -0.218 -0.699 -1.207
C -5.3819 -1.0511 -2.6192 -2.022 -0.657 0.592
C 6.7606 -1.8759 2.8233 0.850 -1.640 -2.898
C -4.4292 2.8818 -0.6054 0.505 -0.302 0.331
C 2.8399 1.9153 -1.1459 3.129 0.231 2.346
C 0.1466 -2.6932 -1.2321 0.473 0.140 -1.190
C 4.9331 0.9839 0.2729 -1.759 2.550 -1.062
C 1.9177 0.9169 2.4275 0.000 -0.907 2.676
C 0.6410 -2.8112 1.3449 -2.993 -1.530 1.056
C 1.3575 1.4789 5.0623 1.199 -2.609 -4.106
C 4.3657 -2.1486 1.7003 1.024 0.812 0.887
C 5.3671 2.4781 0.6478 -3.239 -0.236 -2.076
C 2.3803 -1.6655 0.0811 -0.083 -1.237 -1.859
C -1.1870 -0.9178 -2.8061 -0.092 -0.107 1.740
C 2.7949 -1.6828 1.6322 -0.240 -1.600 0.350
C 3.6667 0.6500 -0.5977 0.567 4.471 0.434
C -9.3498 0.5584 -3.3078 -0.537 -0.034 -0.339
C 1.7031 -0.0561 5.3525 0.271 1.347 -2.960
C 1.4584 1.9483 3.5644 0.894 -3.717 1.301
C 4.5146 3.7360 0.1398 -0.848 -5.213 -0.986
C 5.1874 -1.4360 2.9102 1.102 -0.310 -0.190
C -8.2523 0.2643 -2.2918 -0.416 -0.212 0.209
C -5.5424 -1.0828 -0.9958 0.134 1.280 -0.465
C 2.3009 -0.5764 2.6804 -1.023 3.089 3.471
C -0.1819 -0.5939 0.3516 -3.614 4.687 2.009
C 3.2662 3.3872 -0.7756 1.217 -1.673 0.837
C 2.3706 4.6156 -1.3159 -0.207 -1.267 1.192
C -3.9619 2.1014 -1.9732 -1.655 2.296 0.203
H 1.9435 1.3296 1.3611 0.028 -0.745 1.762
H 5.1695 -0.2788 2.8364 -0.082 -1.922 0.191
H 2.8511 -3.1072 -1.2987 -0.188 0.349 1.115
H -4.2289 2.2255 0.3348 -0.455 0.976 -1.707
H -1.6890 1.2737 0.9611 1.594 -2.258 -0.531
H -6.0073 -0.0524 -0.7103 0.795 -2.002 -0.420
H 0.1271 -3.8455 -1.0454 0.023 2.292 0.105
H -1.6954 -3.0670 -2.4449 0.701 1.483 1.306
H 1.5928 -0.3799 6.4652 0.330 0.323 -2.367
H 2.0929 5.2521 -0.3791 0.654 -0.823 -1.858
H 4.4926 -3.2859 1.8564 -0.539 1.822 -0.393
H 1.3665 4.1631 -1.6828 1.817 0.962 0.271
H 2.4199 -3.7841 2.1161 -0.586 0.655 -0.301
H 2.3818 -0.6302 -1.9070 1.268 -0.208 1.611
H 1.2155 3.0425 3.2674 0.473 -2.216 0.515
H -3.8457 3.8635 -0.4418 -0.761 -1.512 -0.384
H -2.0917 -2.0471 -0.9606 1.657 -0.096 -1.218
H -0.4685 -0.1060 -2.3689 -1.475 -1.311 -0.725
H 2.9325 5.2127 -2.1201 -1.047 -0.862 1.278
H -0.7835 -1.2097 -3.8430 -0.979 0.398 1.550
H -3.3799 2.8612 -2.6356 -0.646 -1.681 1.164
H 7.1325 -2.1921 4.7521 0.316 0.924 -0.895
H 6.3010 2.6287 1.3160 -1.816 -0.309 -1.320
H 1.0319 2.2328 5.8646 0.587 -1.545 -1.283
H 2.4236 -2.1481 4.5335 -0.617 2.033 -0.782
H -9.6681 1.6009 -3.2190 0.113 -0.004 -0.119
H -4.9369 1.8696 -2.5422 1.654 -0.093 0.940
H -8.9735 0.3881 -4.3205 0.017 0.160 0.023
H -4.4841 -1.1423 -0.5348 -1.687 -0.190 -0.583
H -6.0984 -1.8648 -3.0511 1.456 1.433 0.600
H -5.5463 3.1522 -0.6248 1.703 -0.641 -0.130
H 4.0443 -1.3367 -1.5348 -1.654 0.599 1.377
H -10.2203 -0.0836 -3.1497 0.104 0.031 0.031
H -5.7147 -0.0478 -3.0835 0.777 -1.714 0.974
H 5.5988 0.1403 0.6718 -1.132 1.454 -0.767
H 0.9011 -2.5577 -2.1179 -1.330 -0.175 1.383
H 4.8206 -1.7297 3.9603 0.425 0.516 -1.652
H 4.9498 -1.8945 0.7333 -1.277 -0.464 1.577
H 4.7758 4.8219 0.4129 -0.458 -2.014 -0.514
H -6.2666 -1.8946 -0.6245 1.330 1.216 -0.693
H 1.9091 1.6921 -1.8111 1.832 0.685 1.365



[4]
132
Properties=species:S:1:pos:R:3:forces:R:3 method="wB97M-V/def2-TZVPD" e_homo_ev=-8.4372 lumo_energy_ev=0.388 energy_ha=-3518.269406 homo_lumo_gap_ev=8.8
Cl -5.8801 6.2443 0.4192 0.006 -0.439 0.213
S 4.8395 1.9029 -3.7293 0.046 0.061 0.086
O -6.0912 4.2803 2.1686 -0.009 0.527 -0.827
O -5.6060 2.6138 -2.6334 0.435 0.803 0.037
O -3.4543 3.2278 -2.3041 -0.445 0.314 0.044
O 5.6406 4.1712 -2.4201 -0.499 0.351 -0.192
N -4.8272 3.1699 -0.5047 -0.157 -0.244 -0.996
N 1.7295 2.0543 1.4440 0.579 0.234 0.036
N 7.0563 2.5119 -2.3504 0.935 -0.724 0.313
N 0.7416 -5.7392 3.7714 -0.047 -0.530 -0.033
N -1.5851 -1.6425 5.8423 0.051 -0.300 0.059
N -4.4855 0.8365 -0.5691 -0.112 0.378 -0.363
N 4.6885 1.5228 -7.0535 0.230 -0.026 -0.271
N 1.4086 4.3227 -1.9309 -0.620 0.244 0.301
N 0.2626 -0.1005 0.3368 -0.428 -0.250 0.335
N -4.7329 -3.5927 0.1750 -0.254 0.087 0.256
N 7.6021 3.5903 -1.6760 1.199 -0.558 0.172
C -0.1065 -3.5434 8.6892 -0.019 -0.014 0.031
C 0.9983 -2.9127 2.6659 0.111 0.198 -0.109
C -0.7170 3.9162 -0.4510 0.030 0.232 -0.005
C 0.4604 4.1483 -1.2998 0.225 -0.195 -0.022
C -1.2171 -4.3321 8.0043 0.114 0.072 0.221
C -1.2202 -4.1571 6.4817 -0.038 0.143 0.249
C 0.3515 -0.4680 2.9278 0.180 -0.051 -0.013
C 2.7592 1.6278 1.1578 0.004 0.402 0.185
C 3.1631 2.2717 -3.0763 0.309 -0.334 -0.432
C -4.0049 -0.2215 0.0468 0.002 -2.550 -1.181
C -6.5614 -2.7380 2.9935 0.011 -0.179 0.206
C -0.3142 0.9132 -3.9614 0.008 0.175 0.924
C 3.1552 -1.3163 0.8461 0.254 0.100 -0.262
C 0.3023 -0.2590 1.4766 -0.908 0.193 -0.324
C 6.8623 1.4456 -8.5114 0.072 0.023 0.296
C 0.6486 -7.8594 2.2368 0.181 0.208 -0.156
C -2.8086 1.6050 -4.0289 0.787 0.592 0.549
C 6.7517 4.5193 -1.7433 -0.253 0.770 0.120
C -1.0167 5.1530 0.4018 0.157 0.177 0.195
C 3.8813 -0.2537 0.0279 -0.047 -0.338 -0.009
C 0.9405 0.9707 -3.0663 0.610 -0.098 -0.971
C 4.0645 1.0631 0.7904 -0.254 -0.138 -0.241
C -6.7433 -2.5434 1.4846 0.211 -0.020 0.179
C -6.2023 3.5257 -0.1334 0.323 0.500 1.234
C -3.3328 0.8830 2.0254 -0.285 -2.001 -1.427
C -4.3757 1.9466 0.1095 0.057 0.337 -0.075
C -1.4245 -2.7471 6.1237 -0.010 0.122 -0.293
C 1.3550 -1.5672 3.2847 0.078 -0.242 0.289
C 5.9197 2.8917 -2.7715 -1.368 -0.268 -0.322
C -3.4388 -0.3264 1.2790 0.544 1.599 1.848
C 8.0691 1.8823 -7.6733 0.137 0.210 0.111
C 0.9257 -7.4679 0.7808 -0.115 0.153 -0.245
C 7.9404 3.3072 -7.1464 0.021 -0.007 0.030
C -1.5922 1.1925 -3.1618 -0.012 -0.566 0.002
C -0.0885 -6.4695 0.2320 0.035 -0.010 0.002
C -3.8244 1.9679 1.3591 0.364 2.304 1.874
C -6.5009 -4.2062 3.4003 0.019 0.020 0.034
C 0.7057 -6.6772 3.1057 -0.096 0.060 0.273
C 5.6364 1.4907 -7.7047 -0.280 -0.087 -0.019
C 0.1346 5.5246 1.3304 -0.054 0.053 0.070
C -5.6199 -3.1352 0.7483 0.078 -0.055 -0.299
C 2.1810 1.3967 -3.8895 0.316 0.271 0.513
C -3.1807 3.0509 -3.6938 0.910 -0.474 -1.005
C -4.7022 2.9864 -1.9283 -0.757 -0.503 -0.009
C -6.0841 4.5520 1.0098 -0.042 -0.519 0.414
H -2.0192 -4.7479 6.0333 0.022 0.030 -0.098
H -1.8303 0.3075 -2.5659 -0.032 0.072 0.065
H 1.0330 5.7859 0.7687 0.002 -0.068 -0.018
H 8.8304 3.5855 -6.5820 0.001 0.013 -0.022
H -1.5730 3.6836 -1.0832 0.038 -0.030 -0.036
H 3.0728 -2.2431 0.2776 0.032 -0.021 -0.012
H -2.8898 0.9463 3.0068 -0.004 0.032 0.067
H 1.0123 -2.8673 1.5739 -0.099 0.041 0.035
H -0.2180 1.6850 -4.7304 -0.025 -0.202 -0.192
H -0.1323 6.3898 1.9391 -0.004 -0.016 0.008
H 0.3786 4.6988 2.0008 0.040 -0.012 -0.034
H -6.7936 -1.4806 1.2439 0.024 -0.011 -0.099
H 6.8777 5.5056 -1.3367 -0.354 0.126 -0.012
H -5.6444 -4.7107 2.9502 -0.028 0.011 -0.058
H -0.6450 -0.7428 3.2790 -0.025 0.007 -0.015
H -2.1809 -4.0203 8.4121 -0.035 -0.045 -0.066
H -3.7746 2.9285 1.8596 0.025 0.079 -0.070
H -0.1220 -3.7198 9.7648 0.028 -0.015 -0.008
H -3.6436 0.9190 -3.9116 -0.088 0.062 -0.177
H -7.3916 -2.2561 3.5128 0.002 0.076 -0.085
H 6.7382 2.0999 -9.3756 -0.040 0.004 -0.002
H 1.8765 1.9812 -4.7570 0.103 -0.211 -0.175
H 1.3876 -8.5823 2.5831 -0.027 0.003 0.087
H 1.3892 -1.6724 4.3708 -0.122 0.112 0.022
H -2.2797 3.6404 -3.8850 -0.050 0.116 0.261
H 7.0848 3.4096 -6.4768 -0.033 -0.020 -0.044
H -0.3382 -8.3149 2.3297 -0.018 0.029 0.047
H 3.6930 -1.5335 1.7724 0.174 -0.046 -0.194
H 7.8223 4.0196 -7.9658 -0.010 0.008 0.016
H -6.7012 2.6590 0.3018 -0.336 0.074 -0.248
H -1.1030 -6.8691 0.2870 -0.005 0.031 -0.006
H -6.4009 -4.2971 4.4822 -0.036 -0.006 -0.005
H -1.9109 4.9596 0.9975 -0.055 -0.075 -0.098
H -7.6691 -3.0108 1.1459 0.015 -0.015 -0.045
H -0.5182 3.0499 0.1845 0.111 -0.034 -0.052
H -1.3397 1.9675 -2.4387 -0.204 0.113 0.025
H 1.9274 -7.0413 0.7005 0.029 -0.074 0.069
H 0.0069 -3.2386 2.9839 0.019 -0.036 0.007
H 0.8744 -3.8392 8.3118 0.000 0.018 0.003
H -0.0615 -5.5275 0.7822 -0.022 -0.025 0.038
H -7.4073 -4.7351 3.0988 0.017 -0.018 0.003
H 3.3237 -0.0697 -0.8934 0.027 0.073 0.000
H 8.1960 1.2002 -6.8305 -0.032 -0.065 -0.058
H -4.0675 -1.1501 -0.5125 -0.063 0.061 -0.162
H 2.7245 0.5041 -4.2101 -0.176 0.036 -0.333
H 8.9696 1.8057 -8.2860 -0.052 -0.082 -0.052
H -3.0732 -1.2734 1.6450 -0.021 -0.087 -0.048
H 7.0030 0.4280 -8.8765 -0.082 -0.006 -0.032
H 3.1003 2.0274 -2.0158 0.141 0.126 0.009
H 0.9114 -8.3694 0.1657 0.038 -0.057 0.098
H 4.5974 1.7866 0.1715 -0.001 0.070 0.055
H 0.6334 0.4702 3.4070 -0.081 0.082 -0.114
H -0.2240 -2.4699 8.5338 0.009 -0.011 -0.057
H 1.1684 -0.0308 -2.6963 -0.265 0.150 0.486
H 4.8634 -0.6304 -0.2627 0.040 0.141 -0.039
H -0.3684 -0.0873 -4.3950 -0.052 0.210 -0.459
H -5.6466 -2.2381 3.3191 -0.029 0.081 -0.064
H 2.1417 -1.0004 1.1020 0.861 -0.180 -0.416
H 2.9757 3.3196 -3.2474 -0.099 0.090 0.265
H 2.3559 -1.2733 2.9592 -0.456 0.005 0.514
H -1.0993 -5.3922 8.2357 -0.048 -0.021 -0.104
H 4.6461 0.9039 1.6995 -0.012 0.042 0.034
H 1.7142 -3.6705 2.9693 -0.023 -0.036 0.040
H -3.9416 3.4559 -4.3587 -0.437 -0.074 0.443
H 0.1281 -6.2421 -0.8114 -0.029 -0.015 -0.003
H 0.8321 1.6650 -2.2353 -0.255 -0.137 0.086
H -1.2417 6.0022 -0.2476 -0.076 -0.066 -0.046
H -2.4415 1.6480 -5.0578 -0.458 -0.277 -0.168
H -0.2740 -4.4922 6.0530 -0.026 0.023 -0.093
H -6.7611 3.9965 -0.9343 0.108 -0.344 -0.266